Record 1
Density functional theory data (wB97M-V/def2-TZVPD) for a structure of composition C16H25N5RhS2.

Cartesian coordinates (Å):
Rh 0.14 0.69 -0.17
C 1.38 2.56 -2.23
C -0.12 2.52 -2.47
N -0.84 2.25 -1.20
C -1.09 3.41 -0.30
C 0.11 3.81 0.52
S 0.98 2.34 1.18
C 2.68 2.52 0.55
C 2.97 1.55 -0.59
N 1.76 1.37 -1.43
H 1.67 3.46 -1.68
H 1.92 2.58 -3.18
H -0.36 1.71 -3.16
H -0.47 3.45 -2.93
H -1.77 1.91 -1.44
H -1.90 3.12 0.36
H -1.44 4.28 -0.88
H -0.23 4.37 1.39
H 0.84 4.44 0.01
H 3.35 2.31 1.38
H 2.81 3.57 0.29
H 3.23 0.58 -0.18
H 3.82 1.91 -1.18
H 1.93 0.60 -2.07
N 2.26 -4.86 1.39
C 1.91 -3.61 1.11
C 1.22 -2.80 2.05
C 0.86 -1.53 1.72
N 1.13 -0.95 0.51
C 1.82 -1.72 -0.37
C 2.21 -3.00 -0.13
H 2.06 -5.28 2.28
H 2.78 -5.42 0.73
H 1.00 -3.17 3.04
H 0.37 -0.90 2.45
H 2.09 -1.28 -1.32
H 2.77 -3.54 -0.89
S -1.73 0.38 1.21
C -2.74 -0.98 0.75
N -3.44 -1.54 1.77
C -4.36 -2.51 1.62
C -4.62 -3.00 0.36
C -3.92 -2.48 -0.72
C -2.98 -1.46 -0.52
H -3.28 -1.17 2.70
H -4.84 -2.86 2.51
H -5.36 -3.77 0.23
H -4.11 -2.85 -1.71
H -2.46 -1.04 -1.36

Values from the calculation:
**Energy**: -49103.06298 eV
**Charge**: +3
**Frontier orbital gap**: 6.1 eV
**Highest occupied orbital energy**: -17.3 eV

Record 2
Density functional theory data (wB97M-V/def2-TZVPD) for a structure of composition C4H3KO5.

Cartesian coordinates (Å):
C -0.25 0.68 0.34
C 0.94 0.94 0.89
O 1.65 -0.15 1.43
C 2.97 -0.25 1.33
O 3.73 0.63 1.05
O 3.26 -1.55 1.42
H -0.86 1.58 0.23
H 1.61 1.77 0.68
H 4.05 -1.67 1.96
O -1.13 0.03 -2.21
O -0.12 -1.56 -0.97
C -0.43 -0.44 -1.35
K 0.19 -2.32 1.40

Values from the calculation:
**Energy**: -30757.40527 eV
**Charge**: 0
**Frontier orbital gap (alpha / beta)**: 7.1 / 7.1 eV
**Highest occupied orbital energy (alpha / beta)**: -7.8 / -7.8 eV

Record 3
Density functional theory data (wB97M-V/def2-TZVPD) for a cluster of 2 separate species, C4H15N2 in total.

Cartesian coordinates (Å):
C 1.91 -0.40 -1.18
N 0.74 -1.00 -0.49
C 1.09 -2.18 0.36
H 1.58 0.19 -2.02
H 2.46 0.22 -0.48
H 2.57 -1.18 -1.55
H 0.06 -1.30 -1.19
H 0.29 -0.26 0.14
H 1.63 -2.91 -0.24
H 0.18 -2.60 0.77
H 1.74 -1.84 1.17
C -2.35 1.03 -0.14
C -1.16 1.81 0.37
N -0.27 0.94 1.18
H -3.00 0.74 0.70
H -2.96 1.64 -0.80
H -2.06 0.13 -0.68
H -0.57 2.24 -0.44
H -1.52 2.66 0.96
H 0.46 1.50 1.60
H -0.81 0.57 1.95

Values from the calculation:
**Energy**: -7365.52955 eV
**Charge**: +1
**Frontier orbital gap**: 11.5 eV
**Highest occupied orbital energy**: -14.4 eV

Result set for ΔE to the lowest compared entry with this formula, charge and spin: 27.6, 201.1, 20.6 kJ/mol, one per record in the order listed.